ORCA calculation (ωB97M-V with the def2-TZVPD basis set) on 2 unconnected molecules or ions with the total composition CH4OS3.

Values from the calculation:
- Highest occupied orbital energy: -8.720 eV
- Relative energy (zero: lowest compared OMol25 entry of this formula, charge and spin): 0.897 eV
- Maximum force: 1.98 eV Å⁻¹
- Gap between HOMO and LUMO: 0.2443 Eh
- LUMO: -2.07 eV

```
! RIJCOSX wB97M-V def2-TZVPD def2/J DEFGRID3
* xyz 0 1
C 0.188 -1.934 -1.098
O -3.281 0.917 -1.017
S -4.700 -0.069 1.288
S -1.450 -1.228 -0.398
S -4.417 1.195 -0.121
H 0.054 -1.696 -2.153
H 0.228 -3.071 -0.935
H 1.048 -1.336 -0.680
H -1.995 -0.580 -1.426
*
```

---

ORCA calculation (ωB97M-V with the def2-TZVPD basis set) on a single CH4S2 molecule.

Values from the calculation:
- Highest occupied orbital energy: -9.157 eV
- Relative energy (zero: lowest compared OMol25 entry of this formula, charge and spin): 0.000 eV
- Maximum force: 0.28 eV Å⁻¹
- Gap between HOMO and LUMO: 0.3605 Eh
- LUMO: 0.65 eV
- SMILES: CSS

```
! RIJCOSX wB97M-V def2-TZVPD def2/J DEFGRID3
* xyz 0 1
C 0.744 0.416 -0.488
S 0.009 -1.192 -0.144
S -1.134 -0.883 1.518
H 1.703 0.548 -0.001
H 0.053 1.214 -0.245
H 0.913 0.450 -1.560
H -2.289 -0.553 0.921
*
```

---

ORCA calculation (ωB97M-V with the def2-TZVPD basis set) on a single CH4S2 molecule.

Values from the calculation:
- Highest occupied orbital energy: -8.645 eV
- Relative energy (zero: lowest compared OMol25 entry of this formula, charge and spin): 0.907 eV
- Maximum force: 2.82 eV Å⁻¹
- Gap between HOMO and LUMO: 0.3327 Eh
- LUMO: 0.41 eV
- SMILES: CSS

```
! RIJCOSX wB97M-V def2-TZVPD def2/J DEFGRID3
* xyz 0 1
C -1.088 0.048 0.131
S 0.588 1.155 -0.291
S 1.779 -0.551 -0.661
H -1.043 -0.791 -0.581
H -2.117 0.647 0.039
H -0.990 -0.252 1.264
H 2.870 -0.256 0.098
*
```

---

ORCA calculation (ωB97M-V with the def2-TZVPD basis set) on 2 unconnected molecules or ions with the total composition CH4SSi.

Values from the calculation:
- Highest occupied orbital energy: -8.374 eV
- Relative energy (zero: lowest compared OMol25 entry of this formula, charge and spin): 4.231 eV
- Maximum force: 3.02 eV Å⁻¹
- Gap between HOMO and LUMO: 0.2817 Eh
- LUMO: -0.71 eV

```
! RIJCOSX wB97M-V def2-TZVPD def2/J DEFGRID3
* xyz 0 1
C 0.518 0.844 0.508
Si -0.677 -0.478 -0.192
S 0.770 2.016 1.502
H 2.022 0.104 -0.420
H -0.826 0.139 -1.486
H -2.020 -1.106 0.109
H 0.213 -1.520 -0.021
*
```

---

ORCA calculation (ωB97M-V with the def2-TZVPD basis set) on a single CH4SSi molecule.

Values from the calculation:
- Highest occupied orbital energy: -8.552 eV
- Relative energy (zero: lowest compared OMol25 entry of this formula, charge and spin): 1.377 eV
- Maximum force: 2.60 eV Å⁻¹
- Gap between HOMO and LUMO: 0.2910 Eh
- LUMO: -0.63 eV
- SMILES: [SiH3]C=S

```
! RIJCOSX wB97M-V def2-TZVPD def2/J DEFGRID3
* xyz 0 1
Si -0.806 -0.011 0.224
C 0.940 -0.012 -0.485
S 2.239 0.421 0.376
H -1.218 1.245 -0.226
H -0.966 0.218 1.647
H -1.317 -1.226 -0.148
H 1.128 -0.634 -1.388
*
```

---

ORCA calculation (ωB97M-V with the def2-TZVPD basis set) on 2 unconnected molecules or ions with the total composition CH4Se.

Values from the calculation:
- Highest occupied orbital energy: -8.470 eV
- Relative energy (zero: lowest compared OMol25 entry of this formula, charge and spin): 2.641 eV
- Maximum force: 7.48 eV Å⁻¹
- Gap between HOMO and LUMO: 0.3290 Eh
- LUMO: 0.48 eV

```
! RIJCOSX wB97M-V def2-TZVPD def2/J DEFGRID3
* xyz 0 1
C 0.170 -0.541 0.154
Se 0.358 0.970 -0.825
H -0.331 0.082 1.622
H -0.415 -1.218 -0.255
H 1.192 -0.776 0.218
H -0.974 1.483 -0.913
*
```

---

ORCA calculation (ωB97M-V with the def2-TZVPD basis set) on a gas-phase ion, CH5BNO4S (charge -1).

Values from the calculation:
- Highest occupied orbital energy: -4.625 eV
- Relative energy (zero: lowest compared OMol25 entry of this formula, charge and spin): 0.088 eV
- Maximum force: 4.16 eV Å⁻¹
- Gap between HOMO and LUMO: 0.3060 Eh
- LUMO: 3.70 eV

```
! RIJCOSX wB97M-V def2-TZVPD def2/J DEFGRID3
* xyz -1 1
B 0.632 0.646 0.048
C 0.606 -1.027 -0.264
N -0.991 -1.356 -0.664
O -2.920 -0.277 0.585
O -0.933 0.986 0.084
O 1.291 1.304 -1.065
O 1.110 1.084 1.241
S -1.954 0.017 -0.525
H 1.340 -0.960 -1.145
H 0.926 -1.751 0.455
H -1.311 -2.009 -0.006
H 1.792 2.019 -0.631
H 0.413 1.324 1.887
*
```

---

ORCA calculation (ωB97M-V with the def2-TZVPD basis set) on a single CH5BO molecule.

Values from the calculation:
- Highest occupied orbital energy: -9.928 eV
- Relative energy (zero: lowest compared OMol25 entry of this formula, charge and spin): 3.183 eV
- Maximum force: 7.70 eV Å⁻¹
- Gap between HOMO and LUMO: 0.3684 Eh
- LUMO: 0.10 eV
- SMILES: BOC

```
! RIJCOSX wB97M-V def2-TZVPD def2/J DEFGRID3
* xyz 0 1
B 0.046 -0.490 1.510
O 0.517 -0.400 -0.120
C -0.096 0.283 -1.099
H -0.834 0.151 2.086
H 0.891 -1.240 1.816
H -1.136 0.302 -1.184
H 0.501 -0.040 -1.979
H 0.110 1.434 -1.030
*
```

---

ORCA calculation (ωB97M-V with the def2-TZVPD basis set) on a single CH5BO molecule.

Values from the calculation:
- Highest occupied orbital energy: -10.752 eV
- Relative energy (zero: lowest compared OMol25 entry of this formula, charge and spin): 1.540 eV
- Maximum force: 3.44 eV Å⁻¹
- Gap between HOMO and LUMO: 0.4282 Eh
- LUMO: 0.90 eV
- SMILES: BOC

```
! RIJCOSX wB97M-V def2-TZVPD def2/J DEFGRID3
* xyz 0 1
B 1.342 0.020 0.035
O 0.238 -0.627 0.112
C -1.015 -0.092 -0.016
H 1.348 1.245 -0.114
H 2.327 -0.584 0.182
H -1.223 0.983 0.197
H -1.613 -0.677 0.553
H -1.405 -0.267 -0.950
*
```

---

ORCA calculation (ωB97M-V with the def2-TZVPD basis set) on 2 unconnected molecules or ions with the total composition CH5BO2S.

Values from the calculation:
- Highest occupied orbital energy: -9.210 eV
- Relative energy (zero: lowest compared OMol25 entry of this formula, charge and spin): 3.906 eV
- Maximum force: 4.82 eV Å⁻¹
- Gap between HOMO and LUMO: 0.3422 Eh
- LUMO: 0.10 eV

```
! RIJCOSX wB97M-V def2-TZVPD def2/J DEFGRID3
* xyz 0 1
B 0.944 0.521 -0.058
C -1.741 -0.501 0.063
O 1.682 1.583 0.154
O -1.098 0.682 -0.287
S 1.535 -1.106 0.049
H -2.629 -0.651 -0.568
H -1.803 -0.517 1.124
H -1.235 -1.414 -0.283
H 1.410 2.446 -0.014
H 2.936 -1.043 -0.181
*
```

---

ORCA calculation (ωB97M-V with the def2-TZVPD basis set) on a molecular structure, CH5BaO3.

Values from the calculation:
- ⟨S²⟩: 0.756
- Highest occupied orbital energy (spin up / spin down): -18.297 / -18.165 eV
- Maximum force: 5.89 eV Å⁻¹
- Gap between HOMO and LUMO (spin up / spin down): 0.3563 / 0.2207 Eh
- LUMO (spin up / spin down): -8.60 / -12.16 eV

```
! RIJCOSX wB97M-V def2-TZVPD def2/J DEFGRID3
* xyz 2 2
O -0.864 -1.638 -0.403
Ba 0.770 -0.710 -2.225
O -2.138 -1.808 -0.822
H -2.347 -2.738 -0.608
O 0.696 0.355 0.155
H -0.472 -0.685 0.502
C 1.034 1.575 0.708
H 1.317 2.315 -0.047
H 0.158 1.919 1.297
H 1.847 1.416 1.443
*
```

---

ORCA calculation (ωB97M-V with the def2-TZVPD basis set) on a gas-phase ion, CH5BrN (charge +1).

Values from the calculation:
- Highest occupied orbital energy: -15.343 eV
- Relative energy (zero: lowest compared OMol25 entry of this formula, charge and spin): 0.470 eV
- Maximum force: 4.72 eV Å⁻¹
- Gap between HOMO and LUMO: 0.3995 Eh
- LUMO: -4.47 eV
- SMILES: [NH3+]CBr

```
! RIJCOSX wB97M-V def2-TZVPD def2/J DEFGRID3
* xyz 1 1
N -0.550 0.606 -0.015
C 0.315 -0.609 -0.121
Br 2.048 0.137 0.314
H -1.574 0.180 0.226
H -0.310 1.269 0.836
H -0.447 0.993 -0.935
H 0.094 -1.405 0.734
H 0.424 -1.169 -1.040
*
```

---

ORCA calculation (ωB97M-V with the def2-TZVPD basis set) on 2 unconnected molecules or ions with the total composition CH5BrN2.

Values from the calculation:
- Highest occupied orbital energy (spin up / spin down): -8.740 / -8.741 eV
- Relative energy (zero: lowest compared OMol25 entry of this formula, charge and spin): 2.490 eV
- Maximum force: 4.42 eV Å⁻¹
- Gap between HOMO and LUMO (spin up / spin down): 0.3240 / 0.3240 Eh
- LUMO (spin up / spin down): 0.08 / 0.08 eV

```
! RIJCOSX wB97M-V def2-TZVPD def2/J DEFGRID3
* xyz 0 1
C 1.339 -0.398 0.239
N -1.355 -0.365 -0.253
N -0.554 0.438 0.605
Br -0.515 2.206 0.158
H 1.954 0.217 -0.350
H 1.697 -0.711 1.275
H 0.802 -1.113 -0.317
H -2.270 -0.067 -0.131
H -1.099 -0.209 -1.225
*
```

---

ORCA calculation (ωB97M-V with the def2-TZVPD basis set) on a single CH5BrN2 molecule.

Values from the calculation:
- Highest occupied orbital energy (spin up / spin down): -8.818 / -8.819 eV
- Relative energy (zero: lowest compared OMol25 entry of this formula, charge and spin): 0.738 eV
- Maximum force: 4.66 eV Å⁻¹
- Gap between HOMO and LUMO (spin up / spin down): 0.2963 / 0.2965 Eh
- LUMO (spin up / spin down): -0.75 / -0.75 eV
- SMILES: CN(N)Br

```
! RIJCOSX wB97M-V def2-TZVPD def2/J DEFGRID3
* xyz 0 1
C -0.485 -0.940 0.190
N 0.274 0.157 0.558
N -0.063 1.282 0.031
Br 2.427 -0.311 -0.130
H -0.930 -0.777 -0.796
H -0.005 -1.895 0.432
H -1.443 -0.862 0.732
H 0.563 2.084 0.012
H -0.338 1.262 -1.029
*
```

---

ORCA calculation (ωB97M-V with the def2-TZVPD basis set) on a single CH5BrN2 molecule.

Values from the calculation:
- Highest occupied orbital energy: -8.568 eV
- Relative energy (zero: lowest compared OMol25 entry of this formula, charge and spin): 1.689 eV
- Maximum force: 8.07 eV Å⁻¹
- Gap between HOMO and LUMO: 0.3382 Eh
- LUMO: 0.64 eV
- SMILES: CN(N)Br

```
! RIJCOSX wB97M-V def2-TZVPD def2/J DEFGRID3
* xyz 0 1
C 1.227 0.336 0.088
N -0.586 0.398 0.194
N -1.108 -0.875 0.477
Br -1.291 1.233 -1.347
H 1.577 0.122 1.084
H 1.606 -0.182 -0.681
H 1.379 1.520 -0.117
H -2.104 -0.884 0.462
H -0.699 -1.668 -0.160
*
```

---

ORCA calculation (ωB97M-V with the def2-TZVPD basis set) on 2 unconnected molecules or ions with the total composition CH5BrP2.

Values from the calculation:
- Highest occupied orbital energy (spin up / spin down): -9.103 / -9.105 eV
- Relative energy (zero: lowest compared OMol25 entry of this formula, charge and spin): 2.919 eV
- Maximum force: 2.36 eV Å⁻¹
- Gap between HOMO and LUMO (spin up / spin down): 0.2005 / 0.2006 Eh
- LUMO (spin up / spin down): -3.65 / -3.65 eV

```
! RIJCOSX wB97M-V def2-TZVPD def2/J DEFGRID3
* xyz 0 1
C 0.782 -0.199 1.011
P -0.923 0.305 0.359
P -0.397 1.131 -1.615
Br -0.443 -2.294 -1.872
H 1.004 -1.296 0.661
H 0.832 -0.093 2.115
H 1.512 0.554 0.523
H -1.028 1.419 1.151
H -1.338 0.473 -2.334
*
```

---

ORCA calculation (ωB97M-V with the def2-TZVPD basis set) on 2 unconnected molecules or ions with the total composition CH5BrP2.

Values from the calculation:
- Highest occupied orbital energy: -8.634 eV
- Relative energy (zero: lowest compared OMol25 entry of this formula, charge and spin): 2.078 eV
- Maximum force: 5.23 eV Å⁻¹
- Gap between HOMO and LUMO: 0.3026 Eh
- LUMO: -0.40 eV

```
! RIJCOSX wB97M-V def2-TZVPD def2/J DEFGRID3
* xyz 0 1
C 1.341 0.939 -0.239
P -0.725 -0.411 -1.051
P -0.970 -1.100 0.974
Br -1.654 0.815 1.801
H 0.830 1.763 0.278
H 1.641 1.180 -1.259
H 1.839 0.156 0.177
H 0.116 -1.720 -1.420
H -2.419 -1.622 0.738
*
```

---

ORCA calculation (ωB97M-V with the def2-TZVPD basis set) on a single CH5ClN2 molecule.

Values from the calculation:
- Highest occupied orbital energy: -9.554 eV
- Relative energy (zero: lowest compared OMol25 entry of this formula, charge and spin): 0.261 eV
- Maximum force: 5.00 eV Å⁻¹
- Gap between HOMO and LUMO: 0.3857 Eh
- LUMO: 0.94 eV
- SMILES: NC(N)Cl

```
! RIJCOSX wB97M-V def2-TZVPD def2/J DEFGRID3
* xyz 0 1
N 0.328 1.202 -0.012
C -0.236 0.047 0.458
N 0.283 -1.185 -0.121
Cl -2.282 -0.021 -0.045
H 0.528 1.162 -1.019
H -0.238 2.114 -0.065
H -0.373 0.146 1.587
H 0.121 -2.083 0.297
H 0.148 -1.352 -1.038
*
```

---

ORCA calculation (ωB97M-V with the def2-TZVPD basis set) on 2 unconnected molecules or ions with the total composition CH5FN3.

Values from the calculation:
- Highest occupied orbital energy (spin up / spin down): -13.843 / -13.793 eV
- Relative energy (zero: lowest compared OMol25 entry of this formula, charge and spin): 5.491 eV
- Maximum force: 5.76 eV Å⁻¹
- Gap between HOMO and LUMO (spin up / spin down): 0.3024 / 0.3101 Eh
- LUMO (spin up / spin down): -5.61 / -5.35 eV

```
! RIJCOSX wB97M-V def2-TZVPD def2/J DEFGRID3
* xyz 1 1
C 1.125 0.958 0.169
N -0.383 -0.784 -0.602
N 1.963 1.457 -0.643
N -1.398 -0.972 0.354
F 1.306 0.974 1.476
H 1.799 1.098 -1.578
H 2.617 2.127 -0.320
H -2.041 -0.205 0.445
H -1.643 -1.862 -0.004
H -0.955 -1.009 1.414
*
```

---

ORCA calculation (ωB97M-V with the def2-TZVPD basis set) on a gas-phase ion, CH5FN3O (charge +1).

Values from the calculation:
- Highest occupied orbital energy: -16.007 eV
- Relative energy (zero: lowest compared OMol25 entry of this formula, charge and spin): 2.180 eV
- Maximum force: 4.28 eV Å⁻¹
- Gap between HOMO and LUMO: 0.4580 Eh
- LUMO: -3.54 eV
- SMILES: N/C(O)=[NH+]/NF

```
! RIJCOSX wB97M-V def2-TZVPD def2/J DEFGRID3
* xyz 1 1
N 0.096 -1.860 -0.030
C 0.002 -0.602 -0.367
O -0.250 -0.216 -1.528
N 0.245 0.344 0.532
N 0.114 1.732 0.197
F -1.245 2.020 0.544
H 0.343 -2.269 0.952
H 0.133 -2.523 -0.738
H -0.317 0.744 -1.892
H 0.334 0.211 1.466
H 0.544 2.419 0.864
*
```